No. 1
Computed, not measured: an isolated molecule of C5H9O2P at a distorted geometry, with ωB97M-V/def2-TZVPD.

Its relative energy (zero: lowest compared OMol25 entry of this formula, charge and spin) is 75.6 kcal/mol. As for the HOMO-LUMO gap (alpha / beta): 7.53 / 7.05 eV. Its multiplicity is 3. The calculation puts the total energy at -687.4923 a.u. As for the total charge: 0. The calculation puts the LUMO energy (alpha / beta) at 0.724 / -2.034 eV.

Last column: natural (NBO) charge in e.
Element x y z (Å)
P -3.38320 0.43911 -0.26911  0.408
O -0.47689 0.86374 -0.60463  -0.264
O -0.04145 -1.07042 0.66919  -0.536
C 0.48334 0.16286 0.11630  0.466
C -1.09178 -1.52780 -0.09414  -0.220
C 1.60055 -0.12240 -0.91899  -0.634
C -2.08173 -0.53257 -0.21319  -0.341
C 1.08869 1.14706 1.28173  -0.597
H 2.08894 0.82911 -1.03129  0.220
H 1.59074 0.37981 1.77868  0.226
H 1.11243 -0.36683 -1.88209  0.219
H 0.23021 1.49993 1.89510  0.227
H 1.64557 1.94404 0.79842  0.222
H -0.81076 -1.97375 -1.01081  0.200
H -1.58939 -2.28440 0.68657  0.223
H 2.24667 -0.92368 -0.81962  0.232
H -2.61194 1.53617 -0.38210  -0.051


No. 2
Computed, not measured: a structure of composition C3H8NO2 at a distorted geometry, with ωB97M-V/def2-TZVPD.

Its relative energy (zero: lowest compared OMol25 entry of this formula, charge and spin) is 53.5 kcal/mol. As for the HOMO-LUMO gap: 8.19 eV. The calculation puts the total energy at -324.3301 a.u. As for the total charge: -1. The calculation puts the LUMO energy at 4.537 eV.

Last column: natural (NBO) charge in e.
Element x y z (Å)
O 0.20962 0.70525 1.89157  -0.811
O -0.41678 1.53374 -0.32730  -0.882
N -0.81734 0.18969 -2.24120  -0.891
C 0.18643 0.84875 -1.33655  0.124
C 0.73802 -1.58653 1.55496  -0.606
C -0.04015 -0.59471 2.01850  0.212
H -1.71464 0.41023 -1.81365  0.355
H -0.92742 -0.82392 2.61406  0.115
H 1.70348 -1.50116 1.08609  0.190
H -0.82916 0.69196 -3.12116  0.322
H 0.30357 -2.56887 1.73596  0.169
H -0.04453 1.15520 0.86083  0.511
H 0.81784 1.48785 -1.98561  0.077
H 0.83105 0.05253 -0.93649  0.114


No. 3
Computed, not measured: a structure of composition C23H20F6NO4PPdS2, with ωB97M-V/def2-TZVPD.

Its relative energy (zero: lowest compared OMol25 entry of this formula, charge and spin) is 25.2 kcal/mol. As for the HOMO-LUMO gap: 4.53 eV. The calculation puts the total energy at -3108.9482 a.u. As for the total charge: -2. The calculation puts the LUMO energy at 4.635 eV.

Last column: natural (NBO) charge in e.
Element x y z (Å)
Pd 0.14904 1.27671 -1.55413  0.109
S 0.81344 3.58596 -1.47742  2.200
S -1.99846 3.90309 -1.33431  2.285
P -0.83882 -0.63820 0.10936  0.837
F -1.98411 6.52082 -0.74470  -0.334
F -3.51164 5.37484 0.26302  -0.339
F -1.46781 5.22515 0.91730  -0.322
F 1.62366 6.01807 -2.35065  -0.342
F 1.05293 6.01560 -0.27176  -0.342
F 2.91407 5.11165 -0.87188  -0.344
O 1.66524 3.17254 -2.56983  -0.921
O -2.13399 2.78273 -0.45110  -0.925
O -3.01734 4.15946 -2.31449  -0.954
O 0.93521 3.08859 -0.11300  -0.921
N -0.59679 4.12236 -1.98145  -1.226
C 3.29056 -0.09395 0.78611  -0.222
C -1.33823 -1.73660 1.57834  -0.301
C -0.63981 -1.49451 -2.53571  0.034
C -0.09379 -3.79514 -3.17908  -0.204
C -3.30880 -2.26978 2.91629  -0.240
C 0.84687 0.62669 1.77894  -0.202
C -2.53634 -3.03693 3.77304  -0.237
C 0.88921 -0.20990 0.66116  -0.305
C 1.62107 5.26672 -1.23126  0.690
C -2.70082 -1.62429 1.85349  -0.199
C 2.14980 -0.58036 0.15243  -0.003
C 3.22987 0.71545 1.90979  -0.234
C 1.99144 1.07590 2.41323  -0.228
C 0.90695 -2.80280 2.25666  -0.639
C -2.23536 5.33147 -0.16990  0.693
C 2.34015 -1.44409 -1.06161  -0.649
C -0.56398 -2.54325 2.43634  -0.016
C -0.27997 -2.46738 -3.49932  -0.281
C -0.72145 -1.95256 -1.18548  -0.419
C -0.62876 -3.30587 -0.90549  -0.138
C -0.30540 -4.24645 -1.88055  -0.354
C -0.85438 -0.12035 -2.90390  -0.852
C -1.17916 -3.16032 3.52618  -0.223
H -1.79000 0.29865 -2.51008  0.225
H -0.56914 -3.76828 4.18797  0.186
H 3.40671 -1.55672 -1.26536  0.189
H 1.16417 -3.76777 2.70097  0.192
H -0.12218 0.95829 2.13756  0.220
H -4.37376 -2.15795 3.08373  0.194
H -0.75645 0.05262 -3.97770  0.188
H -0.77030 -3.64732 0.11048  0.191
H -0.16356 -2.14261 -4.52837  0.190
H 1.91088 1.73877 3.26551  0.197
H 1.51271 -2.03039 2.73559  0.230
H 4.14202 1.08503 2.36409  0.190
H 0.18225 -4.49766 -3.96130  0.182
H 1.85888 -0.98039 -1.93124  0.258
H -3.29253 -0.98323 1.20841  0.220
H 1.90840 -2.43792 -0.94789  0.221
H -2.98413 -3.53588 4.62538  0.189
H 1.19038 -2.82997 1.21164  0.233
H -0.19682 -5.29275 -1.62319  0.186
H 4.25816 -0.35560 0.36917  0.188


No. 4
Computed, not measured: an isolated molecule of C3H4FN at a distorted geometry, with ωB97M-V/def2-TZVPD.

Its relative energy (zero: lowest compared OMol25 entry of this formula, charge and spin) is 15.9 kcal/mol. As for the HOMO-LUMO gap: 12.94 eV. The calculation puts the total energy at -271.2779 a.u. As for the total charge: 0. The calculation puts the LUMO energy at 0.715 eV.

Last column: natural (NBO) charge in e.
Element x y z (Å)
F -2.19669 0.26696 0.15447  -0.345
N 2.78470 0.25486 -0.18962  -0.344
C -0.94196 0.37661 -0.38240  0.049
C 1.76831 -0.03030 0.23866  0.265
C 0.12600 -0.40648 0.46490  -0.461
H -0.90357 -0.15193 -1.39281  0.170
H 0.08310 -1.43113 0.14258  0.235
H -0.71362 1.50508 -0.58307  0.185
H -0.00629 -0.38366 1.54730  0.247